Here is C34H28F3GaN4O4S as an isolated structure from the Open Molecules 2025 dataset. Energies are from ωB97M-V/def2-TZVPD.

Each line ends with the Löwdin charge.
Positions of all 75 atoms, in Å:
1 Ga 0.8113 -0.5845 -1.8134  0.364
2 S -2.3196 -0.0048 -1.0471  1.057
3 F -0.4015 -3.5150 -0.6755  0.067
4 F -1.7414 -4.5609 -2.0106  0.184
5 F 0.3251 -4.8394 -2.3260  0.207
6 O 0.5520 -2.0672 -2.8583  0.012
7 O -1.0588 -0.7819 -1.3039  -0.443
8 O 1.0054 -0.2574 0.5201  -0.003
9 O -1.5151 -2.5439 -3.7433  0.110
10 N 1.0092 1.0670 -2.6063  0.003
11 N 2.6984 -1.0581 -1.5127  0.220
12 N 3.0079 -4.6931 0.7672  0.146
13 N 4.3435 -0.7722 2.5641  0.154
14 C 3.5667 -2.1783 0.5668  -0.265
15 C -3.1634 0.7055 2.8828  -0.028
16 C 3.0303 1.9459 -1.4370  -0.046
17 C -2.4143 -1.4791 1.2510  -0.062
18 C 4.6358 3.3449 -2.6261  -0.121
19 C 4.0517 -1.4946 1.6867  -0.217
20 C 0.7427 -0.3763 2.8101  -0.178
21 C 0.5219 1.8787 1.5006  0.028
22 C 1.1193 -0.4403 5.2074  -0.054
23 C -2.0466 1.6987 -4.5622  -0.074
24 C 3.3411 -3.5934 0.6551  -0.213
25 C 1.3286 -1.8350 5.1364  -0.058
26 C -2.9055 0.8435 1.5251  -0.104
27 C 3.7873 3.3084 -3.6678  -0.088
28 C -0.1811 1.7198 -3.0116  -0.342
29 C 1.2905 -2.4738 3.9161  -0.059
30 C -2.5870 -0.1988 0.6938  -0.371
31 C 0.9924 -1.7297 2.7806  -0.037
32 C 2.1754 1.8771 -2.4952  -0.306
33 C 0.8624 0.2791 4.0418  -0.017
34 C -0.5928 2.9282 -2.4707  -0.029
35 C -3.6713 -0.8837 4.8062  -0.042
36 C -3.1466 -0.6049 3.4193  -0.226
37 C -2.4566 2.9533 -4.0254  -0.078
38 C 3.0325 -1.5823 -0.5019  -0.139
39 C -0.5715 -2.7208 -2.9894  -0.467
40 C -0.5870 -3.9649 -2.0107  -0.539
41 C -2.6821 -1.6482 2.5749  -0.019
42 C 4.2384 2.6989 -1.4357  -0.037
43 C 0.7942 0.3795 1.5556  -0.314
44 C -1.6794 3.6106 -3.0496  -0.062
45 C -3.4859 -1.0992 -1.6719  -0.215
46 C 2.5401 2.5720 -3.6322  0.008
47 C -0.9021 1.1644 -4.0585  -0.063
48 H 0.7383 -2.2732 1.8271  0.140
49 H -1.9079 4.5959 -2.8453  0.073
50 H -2.1824 -2.3289 0.7491  0.078
51 H -3.4689 1.6244 3.4333  0.130
52 H -3.0579 1.8517 1.0071  0.141
53 H -2.6101 1.2601 -5.3562  0.099
54 H -0.5011 0.1857 -4.4690  0.142
55 H -3.1311 -1.7037 5.2033  0.058
56 H 1.8764 2.6183 -4.5191  0.127
57 H -3.5058 -0.0119 5.4954  0.098
58 H 0.0939 3.4572 -1.8473  0.107
59 H -2.4207 -2.6403 2.8992  0.123
60 H 2.8068 1.5400 -0.5422  0.051
61 H 4.8990 2.6601 -0.6024  0.091
62 H 0.3430 2.2679 0.4814  0.093
63 H 1.1245 0.1064 6.1364  0.099
64 H 5.5959 3.8533 -2.5870  0.103
65 H -0.2645 2.1383 2.1854  0.072
66 H -3.2626 -1.3087 -2.7041  0.057
67 H 4.0691 3.8543 -4.5836  0.106
68 H -3.3294 3.4200 -4.4809  0.094
69 H 1.4102 -3.5264 3.8743  0.102
70 H -4.4295 -0.6291 -1.6903  0.058
71 H 1.4151 2.3172 1.8829  0.089
72 H -3.5638 -2.0922 -1.2055  0.094
73 H -4.7440 -1.1560 4.8118  0.096
74 H 1.5205 -2.4325 6.0644  0.124
75 H 0.7924 1.3590 4.0633  0.110

As for the largest force on an atom: 3.421 eV/Å. The calculation puts the HOMO-LUMO gap at 7.399 eV. As for the HOMO energy: -7.94 eV. The total charge is 0. The multiplicity is 1.